(1)
{
  "formula": "C30H29ClN7O10SW",
  "method": "the ωB97M-V functional and the def2-TZVPD basis",
  "species": ["W", "Cl", "S", "O", "O", "O", "O", "O", "O", "O", "O", "O", "O", "N", "N", "N", "N", "N", "N", "N", "C", "C", "C", "C", "C", "C", "C", "C", "C", "C", "C", "C", "C", "C", "C", "C", "C", "C", "C", "C", "C", "C", "C", "C", "C", "C", "C", "C", "C", "C", "H", "H", "H", "H", "H", "H", "H", "H", "H", "H", "H", "H", "H", "H", "H", "H", "H", "H", "H", "H", "H", "H", "H", "H", "H", "H", "H", "H", "H"],
  "positions_angstrom": [[0.44198, 1.40092, 0.75238], [-1.01629, 2.72150, -0.57412], [-1.56581, 1.12438, 2.26138], [2.33525, 1.45001, 1.27823], [2.38554, -4.69992, 0.22152], [1.95461, 3.26052, -0.74933], [1.35380, -3.71021, -1.46937], [0.66905, 2.88094, 2.15641], [-5.12335, -0.01454, 0.69602], [0.35151, -1.56432, -2.60599], [0.80876, 0.37759, -0.95762], [-3.47879, 0.75392, -0.54350], [3.00876, 2.20358, -2.39523], [2.15488, -2.60114, 1.88455], [1.07763, -0.72309, 1.79744], [-1.20351, -0.95639, -0.94173], [1.86006, 2.93995, 2.67259], [1.89294, 3.69344, -4.28761], [2.78790, 2.28329, 2.16334], [-1.25856, -1.27248, 3.76267], [-3.39621, -1.50730, -2.86448], [2.10620, 3.06379, -1.91830], [-2.40373, -4.12000, 0.62203], [-2.51671, -3.27706, -5.04349], [1.80048, -3.73264, -0.21565], [-1.70395, -3.20252, -0.13693], [-1.34850, -0.30370, 3.13018], [-2.08205, -1.86436, -0.20199], [-3.27038, -1.47071, 0.43166], [0.91261, 4.22341, 4.48684], [2.01720, 3.60419, 3.92612], [1.23298, 3.70972, -2.98099], [0.80391, -0.65319, -3.56441], [0.03213, -0.46721, -0.23672], [2.33426, -1.12609, 3.90633], [-1.93199, -1.68029, -3.17455], [-3.95264, -2.40605, 1.21171], [2.28216, 4.93483, 6.33484], [3.37829, 4.30635, 5.75845], [1.52983, -2.57558, 0.64391], [1.05428, 4.88520, 5.69445], [0.43316, -0.81874, -4.82918], [-4.01813, -0.17156, 0.23779], [3.25544, 3.63985, 4.55510], [1.87580, -1.46495, 2.53813], [0.83472, -1.38752, 0.63695], [-0.98313, -1.36970, -2.27461], [-1.57174, -2.24206, -4.48558], [-3.51861, -3.70792, 1.33258], [-0.52316, -1.83975, -5.22855], [-3.38927, -2.81739, -5.51375], [1.65760, -1.56575, 4.64102], [-2.54532, 0.54508, -0.73043], [-2.06318, -5.14716, 0.66902], [-3.58604, -0.54231, -2.40300], [4.10172, 3.14642, 4.10007], [0.19015, 5.36346, 6.13579], [0.34586, 3.07279, -3.01243], [-0.03818, 4.16307, 3.97741], [2.93618, 2.26109, -3.36690], [2.70344, -3.38596, 2.19378], [1.22636, 3.81651, -5.03555], [1.46558, 0.09739, -3.15745], [-0.84131, -3.52531, -0.69993], [-3.98895, -1.55416, -3.77701], [-2.88497, -3.93876, -4.25785], [-4.85367, -2.07061, 1.70396], [-0.40176, -2.27255, -6.21729], [2.30902, -0.04470, 4.02762], [3.34971, -1.47993, 4.08757], [-2.01189, -3.88354, -5.79548], [-4.05897, -4.40328, 1.96171], [-3.77448, -2.27502, -2.18150], [0.91194, 4.68757, -2.62068], [0.86194, -0.16401, -5.57926], [2.57030, 4.44161, -4.36039], [0.98165, -2.83953, -1.73003], [2.38540, 5.45461, 7.27783], [4.34226, 4.33402, 6.24949]],
  "forces_ev_per_a": [[-2.7, -2.2, 1.1], [-0.2, 0.2, -0.4], [-0.1, 0.3, -0.3], [1.5, 0.4, -0.8], [0.1, 0.0, -0.1], [0.4, 0.3, 0.4], [0.1, -0.1, 0.1], [-0.4, 0.4, 0.5], [0.0, 0.0, 0.0], [-0.3, 0.0, 0.0], [-0.1, -0.2, -0.5], [-0.1, 0.1, 0.0], [0.2, 0.0, -0.1], [0.0, 0.0, -0.1], [0.3, 0.2, -0.1], [0.3, -0.1, 0.0], [-0.3, 0.6, 0.4], [0.1, 0.0, 0.1], [1.0, -0.7, 0.5], [0.0, 0.1, -0.1], [-0.1, -0.1, -0.1], [-0.3, 0.0, -0.4], [0.1, -0.1, 0.0], [0.0, -0.1, -0.1], [-0.4, -0.1, 0.0], [0.1, 0.1, 0.0], [0.0, -0.2, 0.1], [0.3, 0.3, 0.2], [0.1, 0.0, 0.0], [-0.1, -0.1, -0.2], [0.2, 0.5, 0.1], [0.0, -0.1, 0.0], [0.0, -0.1, -0.1], [-0.2, 0.3, -0.2], [0.0, 0.0, 0.0], [0.1, 0.1, -0.1], [0.0, 0.1, 0.0], [0.0, 0.0, 0.0], [0.1, 0.1, 0.1], [0.1, -0.1, 0.4], [0.0, 0.0, 0.1], [0.0, 0.0, 0.2], [0.0, 0.0, 0.1], [0.0, -0.1, -0.2], [-0.1, 0.1, 0.0], [-0.2, -0.1, -0.5], [0.0, 0.1, 0.0], [0.0, 0.0, 0.0], [0.0, -0.1, 0.1], [0.0, 0.0, 0.0], [0.0, 0.0, 0.0], [0.0, 0.0, 0.0], [0.2, 0.0, 0.0], [0.0, 0.0, 0.0], [0.0, 0.0, 0.0], [0.0, 0.0, 0.0], [0.0, 0.0, 0.0], [0.0, 0.1, 0.0], [0.0, 0.0, 0.0], [0.0, 0.0, -0.1], [0.0, 0.0, 0.0], [0.0, -0.1, 0.0], [0.0, 0.0, 0.0], [0.0, 0.0, 0.0], [0.0, 0.0, 0.0], [0.0, 0.0, 0.0], [0.0, 0.0, 0.0], [0.0, 0.0, 0.0], [0.0, 0.0, 0.0], [0.0, 0.0, 0.0], [0.0, 0.0, 0.0], [0.0, 0.0, 0.0], [0.0, 0.0, -0.1], [0.1, 0.0, 0.0], [0.0, 0.0, 0.0], [0.0, 0.1, 0.0], [0.2, 0.1, -0.2], [0.0, 0.0, 0.0], [0.0, 0.0, 0.0]],
  "lumo_ev": [2.0892, 2.1162],
  "total_charge": -1,
  "orbital_gap_ev": [5.35, 5.33]
}

***

(2)
{
  "formula": "C30H29CrN3O3S3Si",
  "method": "the ωB97M-V functional and the def2-TZVPD basis",
  "species": ["Cr", "S", "S", "S", "Si", "O", "O", "O", "N", "N", "N", "C", "C", "C", "C", "C", "C", "C", "C", "C", "C", "C", "C", "C", "C", "C", "C", "C", "C", "C", "C", "C", "C", "C", "C", "C", "C", "C", "C", "C", "C", "H", "H", "H", "H", "H", "H", "H", "H", "H", "H", "H", "H", "H", "H", "H", "H", "H", "H", "H", "H", "H", "H", "H", "H", "H", "H", "H", "H", "H"],
  "positions_angstrom": [[-1.66511, 1.36520, -0.03016], [-2.70248, 0.75491, -2.11444], [-3.25660, -0.42404, 0.45740], [-4.72376, -1.42973, -1.92129], [0.32778, -1.47479, -0.52780], [1.78828, 4.92118, 2.08670], [-0.41615, -0.06819, -0.36304], [-0.15039, 1.76987, 1.39954], [0.36866, 3.38445, -0.13425], [-0.91148, 3.12697, -0.46087], [-3.29103, 2.66005, -0.01288], [-4.55750, 2.42065, 0.35388], [0.96992, -1.30705, 2.24054], [2.97259, 1.60072, 1.09132], [-0.70502, -4.11467, -1.29209], [3.90994, 3.90666, 2.30754], [2.58410, 3.82897, 1.90216], [2.42917, -2.78065, 1.05787], [-4.09650, 4.57715, -1.23714], [1.29924, -1.35808, -2.18112], [-1.45741, -5.26345, -1.07846], [-0.78956, -3.01502, -0.43763], [-5.62185, 3.20576, -0.03628], [-1.67099, 4.04266, -0.96678], [0.68991, 2.54816, 0.85374], [2.10252, 2.65743, 1.32308], [4.76087, 2.83405, 2.09721], [2.67709, -2.50627, 3.43496], [-5.39107, 4.29764, -0.86610], [-2.42167, -4.25597, 0.86856], [1.37545, -1.86497, 1.02363], [4.30014, 1.68047, 1.47723], [1.61093, -1.61740, 3.43045], [-1.65735, -3.12119, 0.65357], [-3.06180, 3.76347, -0.78014], [0.29999, -1.48311, -3.33965], [-3.60863, -0.41670, -1.23069], [-2.32219, -5.33575, 0.00136], [2.40831, -2.40564, -2.34249], [1.93918, 0.03431, -2.25256], [3.08205, -3.09213, 2.24481], [3.20870, -2.24140, -1.61875], [4.25928, 4.82004, 2.77183], [2.67896, 0.17873, -1.45961], [5.79509, 2.90378, 2.41109], [0.80773, -1.30992, -4.29651], [-6.21154, 4.91358, -1.21005], [-6.61689, 2.95385, 0.30032], [2.44612, 0.16859, -3.21547], [2.03619, -3.42427, -2.21015], [3.90269, -3.80052, 2.24374], [-0.49968, -0.74651, -3.24487], [2.84751, -2.33651, -3.34494], [-0.16672, -2.46707, -3.38104], [1.18229, 0.81320, -2.15087], [-1.73099, -2.29304, 1.34856], [0.97652, 4.78940, 1.57633], [-4.71216, 1.54761, 0.96907], [2.59112, 0.71906, 0.60290], [-3.09721, -4.29816, 1.71461], [-1.36883, -6.10119, -1.76045], [0.15507, -0.59287, 2.24100], [-1.28119, 4.99451, -1.30573], [2.74951, -3.27409, 0.14931], [3.18672, -2.74193, 4.36182], [-2.90557, -6.23170, 0.17676], [-3.85291, 5.41500, -1.87683], [4.96153, 0.84271, 1.29833], [1.28100, -1.15920, 4.35546], [-0.03993, -4.08763, -2.14551]],
  "forces_ev_per_a": [[0.4, -3.2, -0.4], [0.1, 0.2, 0.4], [0.2, 0.9, 0.2], [0.0, 0.0, 0.1], [0.1, -0.4, -0.1], [0.0, 0.0, 0.1], [-0.4, 1.3, 0.4], [0.4, 0.1, 0.1], [0.5, 0.0, -0.2], [-0.3, 0.8, -0.4], [-0.6, 0.9, -0.1], [0.1, -0.1, 0.1], [0.1, 0.2, -0.1], [0.0, 0.1, 0.2], [0.0, 0.0, 0.0], [0.0, 0.1, 0.0], [-0.1, 0.0, -0.1], [0.0, 0.0, 0.0], [0.3, 0.1, 0.0], [0.1, -0.1, 0.1], [0.0, 0.0, 0.0], [0.0, 0.1, -0.2], [0.0, 0.2, -0.1], [0.6, -0.1, 0.1], [-0.5, -0.1, 0.3], [0.0, -0.2, -0.1], [0.0, 0.0, 0.0], [0.0, 0.0, 0.0], [-0.1, -0.2, 0.1], [0.0, 0.0, 0.0], [0.0, 0.2, -0.2], [0.0, -0.1, 0.0], [0.0, 0.0, 0.0], [0.2, 0.0, 0.1], [-0.6, -0.2, 0.1], [-0.1, 0.1, 0.1], [-0.4, -0.3, -0.4], [0.0, 0.0, 0.0], [-0.1, 0.0, 0.0], [-0.1, 0.0, 0.1], [0.0, 0.0, 0.0], [0.0, 0.0, 0.0], [0.0, 0.0, 0.0], [0.0, 0.0, -0.1], [0.0, 0.0, 0.0], [0.0, 0.0, 0.0], [0.0, 0.0, 0.0], [0.0, 0.0, 0.0], [0.0, 0.0, 0.0], [0.1, 0.0, 0.0], [0.0, 0.0, 0.0], [0.0, 0.0, 0.0], [0.0, 0.0, 0.0], [0.0, 0.0, 0.0], [0.0, 0.0, 0.0], [0.0, -0.2, 0.0], [0.0, 0.0, -0.1], [0.0, 0.0, 0.0], [-0.1, -0.2, 0.1], [0.0, 0.0, 0.0], [0.0, 0.0, 0.0], [0.0, 0.1, 0.0], [0.0, 0.1, 0.1], [0.0, 0.0, 0.0], [0.0, 0.0, 0.0], [0.0, 0.0, 0.0], [0.0, 0.0, 0.0], [0.0, 0.0, 0.0], [0.0, 0.0, 0.0], [0.0, 0.0, 0.0]],
  "lumo_ev": [1.6930, 1.5227],
  "s2": 0.78,
  "multiplicity": 2,
  "total_charge": -1,
  "orbital_gap_ev": [6.29, 6.14]
}

***

Respective largest force on an atom values: 3.63; 3.21 eV Å⁻¹.